Formula: C43H45NO3PS4SnTe
Source: OMol25
Level of theory: the ωB97M-V functional and the def2-TZVPD basis

Charge   -1
Energy relative to the best compared isomer or geometry (same formula, charge and spin)   0.000 eV

Structure (XYZ):
```
99
Properties=species:S:1:pos:R:3:lowdin_charge:R:1
Sn -0.021 1.752 -2.419 0.6408
C -3.849 1.196 3.759 -0.1129
O -3.971 0.801 2.381 -0.2117
C -3.047 1.496 1.509 -0.1657
C -3.165 0.894 0.083 -0.1938
O -3.017 1.976 -0.805 -0.1890
C -4.031 1.831 -1.815 -0.2211
C -3.868 2.735 -2.961 -0.2128
O -2.978 2.019 -3.800 -0.2911
C -2.867 2.527 -5.094 -0.1352
H -2.873 1.430 4.150 0.0647
H -4.259 0.306 4.297 0.0900
H -4.533 2.125 3.870 0.1057
H -2.010 1.306 1.765 0.1168
H -3.191 2.615 1.486 0.1415
H -4.148 0.401 -0.053 0.1228
H -2.361 0.169 -0.115 0.1065
H -5.033 2.079 -1.368 0.1380
H -4.105 0.749 -2.062 0.1355
H -3.455 3.680 -2.591 0.1416
H -4.839 2.846 -3.501 0.1361
H -3.840 2.482 -5.628 0.0898
H -2.122 1.925 -5.604 0.0854
H -2.519 3.569 -5.077 0.0910
N 0.981 -2.500 3.077 0.1119
C 0.878 -2.106 4.354 -0.3549
C 0.008 -2.796 5.245 -0.0476
C 0.020 -2.559 6.606 -0.1220
C 0.911 -1.630 7.088 -0.1323
C 1.797 -0.941 6.257 -0.1112
C 1.713 -1.072 4.852 -0.3295
P 2.425 0.184 3.754 1.0824
C 4.041 -0.617 3.432 -0.3822
C 4.467 -0.947 2.097 -0.0742
C 5.594 -1.716 2.012 -0.0941
C 6.385 -2.074 3.105 -0.1068
C 6.059 -1.577 4.299 -0.0970
C 4.782 -0.984 4.527 -0.0900
C 2.674 1.686 4.737 -0.3705
C 3.916 2.405 4.712 -0.0686
C 4.008 3.544 5.514 -0.1043
C 2.942 3.994 6.312 -0.0838
C 1.731 3.237 6.299 -0.0972
C 1.581 2.104 5.534 -0.1264
H 1.606 -2.010 2.405 0.0967
H 0.760 -3.459 2.873 0.0973
H -0.511 -3.662 4.737 0.1204
H -0.612 -3.115 7.271 0.0926
H 0.992 -1.558 8.190 0.1008
H 2.422 -0.209 6.737 0.0936
H 3.928 -0.587 1.185 0.0848
H 5.848 -2.055 1.045 0.0914
H 7.295 -2.571 2.882 0.0947
H 6.690 -1.815 5.158 0.1018
H 4.459 -0.656 5.509 0.0967
H 4.774 2.079 4.123 0.1050
H 4.894 4.137 5.549 0.0853
H 2.989 4.933 6.859 0.0913
H 0.908 3.628 6.910 0.0996
H 0.620 1.609 5.477 0.1053
S 2.983 -1.411 -1.540 0.4048
C 1.799 -0.474 -2.228 -1.8665
S 0.156 -0.750 -1.642 0.2281
S 2.117 0.692 -3.488 0.2974
S 1.279 3.057 -0.556 0.4494
C 1.238 4.599 -1.276 -0.7811
C 1.881 4.882 -2.513 -0.1491
C 1.658 6.062 -3.163 -0.0893
C 0.874 7.084 -2.482 -0.1099
C 0.315 6.876 -1.232 -0.1295
C 0.554 5.655 -0.629 -0.1450
H 2.437 4.064 -2.971 0.0899
H 1.906 6.202 -4.192 0.0825
H 0.748 8.065 -2.944 0.0809
H -0.237 7.665 -0.712 0.0978
H 0.206 5.491 0.403 0.0959
Te -1.425 -3.854 -3.031 1.3048
C -0.169 -4.274 -4.728 -0.4990
C 0.748 -3.377 -5.332 -0.1105
C 1.627 -3.811 -6.307 -0.0873
C 1.596 -5.136 -6.768 -0.0836
C 0.638 -5.994 -6.219 -0.1112
C -0.214 -5.573 -5.217 -0.1824
C -3.316 -3.988 -3.989 -0.5630
C -3.871 -2.831 -4.480 -0.1528
C -5.098 -2.887 -5.139 -0.0902
C -5.733 -4.107 -5.272 -0.1083
C -5.153 -5.239 -4.740 -0.1292
C -3.937 -5.242 -4.127 -0.1540
H 0.715 -2.312 -5.078 0.1021
H 2.314 -3.069 -6.569 0.0846
H 2.343 -5.501 -7.462 0.0942
H 0.622 -7.053 -6.563 0.1083
H -0.899 -6.283 -4.749 0.0780
H -3.372 -1.896 -4.125 0.0989
H -5.500 -2.053 -5.681 0.0953
H -6.690 -4.190 -5.799 0.1048
H -5.706 -6.235 -4.791 0.1226
H -3.307 -6.090 -3.794 0.0895
```